An isolated molecule of C4H2S5 at a distorted geometry. Source: the OMol25 dataset; level of theory: ωB97M-V/def2-TZVPD.

Atoms and positions in Å:
S1 -2.38 -4.52 -0.86
C1 -1.64 -3.16 -1.26
S2 -1.00 -2.83 -2.90
S3 -0.04 -1.07 -2.43
C2 -0.80 -0.96 -0.86
C3 -1.50 -2.06 -0.39
S4 -2.25 -1.88 1.18
S5 -0.88 -0.39 1.69
C4 -0.92 0.24 -0.01
H1 -0.13 0.94 -0.09
H2 -1.83 0.66 -0.54

E_LUMO ... -0.028 Eh
Total energy ... -2144.536599 Eh
Strongest force on any atom ... 2.5 eV Å⁻¹
Relative energy (zero: lowest compared OMol25 entry of this formula, charge and spin) ... 0.0 kJ/mol
SMILES ... S=c1ssc2c1SSC2

---

An isolated molecule of C7H9N at a distorted geometry. Source: the OMol25 dataset; level of theory: ωB97M-V/def2-TZVPD.

Atoms and positions in Å:
C1 0.27 -1.42 -0.73
C2 0.33 -1.18 0.81
C3 0.44 0.29 1.20
C4 0.77 1.36 0.17
C5 -0.28 1.08 -0.87
C6 -0.60 -0.27 -1.34
N1 -1.35 0.28 -0.31
C7 -0.88 -0.23 0.95
H1 -0.22 -2.33 -0.70
H2 1.20 -1.48 -1.47
H3 0.60 -1.83 1.58
H4 0.74 0.65 2.24
H5 1.79 1.45 -0.11
H6 0.71 2.34 0.71
H7 -0.69 1.88 -1.54
H8 -1.10 -0.41 -2.30
H9 -1.75 -0.20 1.71

E_LUMO ... 0.041 Eh
Total energy ... -326.773948 Eh
Strongest force on any atom ... 4.2 eV Å⁻¹
Relative energy (zero: lowest compared OMol25 entry of this formula, charge and spin) ... 307.2 kJ/mol
SMILES ... C1[C@H]2[C@H]3C[C@H]4[C@@H]1N4[C@H]32

---

A cluster of 4 separate species, C32H68BN3O9P in total at a distorted geometry. Source: the OMol25 dataset; level of theory: ωB97M-V/def2-TZVPD.

Atoms and positions in Å:
C1 0.14 -1.73 4.06
C2 -1.14 -0.76 4.04
O1 -0.80 0.61 3.81
C3 -1.49 1.18 2.68
P1 -0.40 1.26 1.13
C4 0.21 -0.47 0.64
C5 -0.94 -1.35 -0.01
C6 1.19 2.21 1.47
C7 1.35 3.49 0.55
C8 -1.55 2.75 3.09
O2 -2.36 3.21 1.99
B1 -3.47 2.25 1.99
C9 -4.16 1.83 0.58
C10 -4.40 0.42 0.21
C11 -5.04 0.01 -1.04
C12 -5.51 0.99 -2.03
C13 -5.28 2.40 -1.69
C14 -4.62 2.81 -0.44
O3 -2.87 0.97 2.55
H1 1.10 -1.17 4.16
H2 0.09 -2.35 3.12
H3 -0.05 -2.46 4.90
H4 -1.84 -1.20 3.29
H5 -1.56 -0.81 5.09
H6 0.99 -0.29 -0.16
H7 0.75 -0.99 1.47
H8 -0.74 -2.44 0.18
H9 -1.91 -1.01 0.45
H10 -0.98 -1.15 -1.12
H11 2.06 1.52 1.26
H12 1.31 2.54 2.54
H13 2.38 3.95 0.72
H14 1.28 3.27 -0.54
H15 0.61 4.29 0.84
H16 -2.10 2.94 4.06
H17 -0.57 3.28 3.26
H18 -4.32 2.51 2.82
H19 -4.10 -0.42 0.89
H20 -5.19 -1.07 -1.26
H21 -6.02 0.66 -2.97
H22 -5.64 3.15 -2.44
H23 -4.49 3.91 -0.29
C15 5.28 7.68 5.55
O4 6.40 7.08 4.92
C16 6.66 5.74 5.36
C17 6.34 4.73 4.27
N1 4.90 4.63 4.04
C18 4.54 3.89 2.83
C19 5.01 4.45 1.48
O5 4.39 5.68 1.11
C20 4.98 6.84 1.68
H24 5.28 8.74 5.29
H25 4.35 7.24 5.19
H26 5.34 7.59 6.63
H27 6.13 5.51 6.29
H28 7.73 5.69 5.58
H29 6.72 3.75 4.56
H30 6.87 5.05 3.36
H31 4.51 5.56 3.97
H32 3.45 3.85 2.80
H33 4.89 2.86 2.93
H34 4.71 3.73 0.71
H35 6.10 4.53 1.41
H36 6.06 6.73 1.81
H37 4.49 7.08 2.63
H38 4.79 7.67 1.00
C21 -1.09 -8.57 1.08
O6 0.21 -8.59 1.63
C22 1.22 -8.95 0.69
C23 2.10 -7.75 0.35
N2 1.38 -6.77 -0.45
C24 2.07 -5.48 -0.58
C25 2.33 -4.68 0.69
O7 1.16 -4.17 1.31
C26 0.49 -5.08 2.16
H39 -1.80 -8.46 1.90
H40 -1.23 -7.71 0.41
H41 -1.31 -9.49 0.54
H42 0.80 -9.41 -0.21
H43 1.85 -9.70 1.18
H44 2.98 -8.10 -0.21
H45 2.45 -7.32 1.29
H46 0.47 -6.60 -0.03
H47 1.45 -4.87 -1.24
H48 3.01 -5.64 -1.11
H49 2.91 -3.80 0.40
H50 2.95 -5.22 1.42
H51 1.17 -5.77 2.66
H52 -0.27 -5.64 1.59
H53 -0.04 -4.51 2.92
C27 -4.74 -2.56 -8.12
O8 -4.05 -1.39 -8.52
C28 -4.80 -0.19 -8.34
C29 -4.23 0.65 -7.20
N3 -4.46 0.02 -5.90
C30 -3.71 0.63 -4.80
C31 -2.18 0.58 -4.87
O9 -1.63 -0.72 -4.75
C32 -1.60 -1.48 -5.94
H54 -4.16 -3.42 -8.47
H55 -4.82 -2.62 -7.03
H56 -5.73 -2.61 -8.57
H57 -5.87 -0.40 -8.19
H58 -4.71 0.37 -9.27
H59 -4.70 1.63 -7.21
H60 -3.16 0.77 -7.40
H61 -4.21 -0.96 -5.96
H62 -4.01 0.11 -3.89
H63 -4.03 1.67 -4.69
H64 -1.80 1.15 -4.01
H65 -1.78 1.09 -5.76
H66 -1.45 -0.85 -6.83
H67 -2.52 -2.06 -6.04
H68 -0.77 -2.18 -5.88

Charge ... -1
E_LUMO ... 0.085 Eh
Total energy ... -2467.536073 Eh
Strongest force on any atom ... 4.2 eV Å⁻¹
Relative energy (zero: lowest compared OMol25 entry of this formula, charge and spin) ... 234.5 kJ/mol

---

A structure of composition C30H45CuNO2P2 at a distorted geometry. Source: the OMol25 dataset; level of theory: ωB97M-V/def2-TZVPD.

Atoms and positions in Å:
P1 -4.35 0.05 -3.45
P2 -4.79 -2.04 -1.29
C1 -5.78 -1.14 -3.76
C2 -6.26 -1.73 -2.45
H1 -5.42 -1.90 -4.47
H2 -6.58 -0.56 -4.25
H3 -6.96 -1.07 -1.92
H4 -6.76 -2.70 -2.62
C3 -4.51 -3.76 -1.91
H5 -3.86 -4.28 -1.20
H6 -4.03 -3.72 -2.90
H7 -5.47 -4.28 -1.99
C4 -5.87 -2.48 0.12
H8 -6.59 -3.25 -0.18
H9 -6.41 -1.58 0.45
H10 -5.25 -2.85 0.94
C5 -4.01 0.30 -5.24
H11 -3.28 1.11 -5.35
H12 -4.95 0.56 -5.75
H13 -3.61 -0.63 -5.65
C6 -5.44 1.51 -3.21
H14 -5.93 1.46 -2.23
H15 -6.21 1.52 -4.00
H16 -4.84 2.42 -3.28
Cu1 0.75 0.32 0.06
C7 -0.97 -0.49 0.84
C8 -0.49 -1.46 -0.02
C9 -0.99 -1.77 -1.39
C10 -0.31 -0.95 -2.53
C11 -0.24 0.54 -2.30
C12 -1.07 1.30 -1.56
C13 -2.34 0.87 -0.89
C14 -2.16 0.40 0.58
C15 1.70 2.01 -0.11
H17 -0.68 -0.59 1.90
H18 0.18 -2.21 0.40
H19 -2.08 -1.68 -1.44
H20 -0.74 -2.83 -1.58
H21 0.72 -1.33 -2.63
H22 -0.81 -1.16 -3.49
H23 0.55 1.05 -2.86
H24 -0.81 2.36 -1.42
H25 -2.80 0.06 -1.48
H26 -3.06 1.71 -0.90
H27 -2.06 1.29 1.21
H28 -3.08 -0.12 0.93
H29 1.94 2.37 0.89
H30 1.14 2.73 -0.72
H31 2.61 1.66 -0.63
C16 3.08 3.10 5.39
C17 3.76 3.09 4.04
C18 4.04 4.32 3.45
C19 4.64 4.40 2.19
C20 4.94 3.23 1.51
C21 4.66 1.96 2.09
N1 4.83 0.87 1.25
C22 5.17 -0.45 1.57
C23 6.33 -0.77 2.30
C24 6.63 -2.10 2.60
C25 5.78 -3.12 2.14
C26 4.64 -2.81 1.37
C27 4.36 -1.48 1.07
C28 3.10 -1.09 0.31
O1 3.07 -1.22 -0.93
O2 2.19 -0.60 1.09
C29 4.11 1.89 3.40
C30 3.78 0.61 4.09
H32 2.12 2.55 5.38
H33 3.70 2.67 6.18
H34 2.85 4.13 5.69
H35 3.78 5.23 4.00
H36 4.88 5.37 1.76
H37 5.39 3.26 0.52
H38 4.92 1.08 0.25
H39 6.97 0.05 2.62
H40 7.51 -2.34 3.18
H41 5.99 -4.15 2.39
H42 3.98 -3.58 0.98
H43 2.72 0.37 4.00
H44 4.36 -0.25 3.73
H45 4.00 0.71 5.16

E_LUMO (alpha / beta) ... 0.015 / -0.026 Eh
Total energy ... -3698.466368 Eh
Strongest force on any atom ... 2.1 eV Å⁻¹
Relative energy (zero: lowest compared OMol25 entry of this formula, charge and spin) ... 0.0 kJ/mol
⟨S²⟩ ... 0.75
Multiplicity ... 2

---

A cluster of 3 separate species, C21H50O10P2 in total at a distorted geometry. Source: the OMol25 dataset; level of theory: ωB97M-V/def2-TZVPD.

Atoms and positions in Å:
C1 1.13 5.68 1.92
C2 1.61 4.08 2.03
C3 1.28 3.34 0.60
C4 1.27 1.71 0.64
C5 2.82 1.15 0.71
C6 0.41 1.05 1.87
O1 -1.07 0.98 1.61
C7 -1.70 2.29 1.84
C8 -3.27 2.23 2.31
O2 -4.22 1.97 1.22
C9 -4.30 3.11 0.27
H1 -0.03 5.73 1.64
H2 1.20 6.11 3.02
H3 1.80 6.24 1.14
H4 2.79 4.06 2.20
H5 1.02 3.65 2.95
H6 2.17 3.65 -0.14
H7 0.30 3.78 0.10
H8 0.79 1.35 -0.39
H9 3.13 1.17 1.84
H10 3.51 1.85 0.04
H11 2.91 0.02 0.35
H12 0.75 -0.09 1.94
H13 0.63 1.50 2.94
H14 -1.05 2.86 2.66
H15 -1.56 2.90 0.83
H16 -3.41 1.44 3.19
H17 -3.51 3.29 2.80
H18 -3.45 2.90 -0.55
H19 -3.98 4.12 0.79
H20 -5.36 3.20 -0.26
C10 -0.48 -3.46 2.22
C11 0.73 -3.92 1.43
O3 1.84 -4.14 2.28
P1 1.81 -5.48 3.26
O4 2.20 -6.47 2.14
O5 3.35 -5.33 3.87
C12 4.29 -6.39 3.72
C13 5.14 -6.18 2.48
O6 1.38 -4.37 4.51
C14 0.57 -4.93 5.54
C15 1.30 -6.05 6.27
H21 -0.86 -4.26 2.86
H22 -1.29 -3.16 1.54
H23 -0.22 -2.62 2.87
H24 0.50 -4.83 0.86
H25 1.02 -3.14 0.72
H26 3.77 -7.35 3.70
H27 4.93 -6.39 4.60
H28 4.53 -5.93 1.59
H29 5.72 -7.08 2.25
H30 5.82 -5.34 2.62
H31 -0.36 -5.31 5.10
H32 0.32 -4.13 6.24
H33 1.50 -6.90 5.61
H34 0.70 -6.41 7.11
H35 2.27 -5.70 6.65
C16 -2.01 0.45 -2.23
C17 -3.07 0.37 -3.32
O7 -2.96 1.46 -4.22
P2 -1.68 1.45 -5.28
O8 -2.33 0.43 -6.25
O9 -2.13 2.80 -6.15
C18 -2.33 2.70 -7.56
C19 -3.79 2.45 -7.87
O10 -0.96 2.58 -4.19
C20 0.46 2.55 -4.18
C21 1.05 2.91 -5.53
H36 -1.02 0.27 -2.65
H37 -2.20 -0.31 -1.46
H38 -2.00 1.43 -1.76
H39 -3.01 -0.58 -3.86
H40 -4.06 0.43 -2.86
H41 -1.68 1.94 -7.99
H42 -2.02 3.66 -8.00
H43 -4.22 1.64 -7.27
H44 -3.92 2.20 -8.93
H45 -4.39 3.34 -7.66
H46 0.79 1.55 -3.87
H47 0.80 3.26 -3.42
H48 0.79 2.16 -6.29
H49 2.14 2.96 -5.47
H50 0.67 3.87 -5.88

E_LUMO ... -0.070 Eh
Total energy ... -2264.953187 Eh
Strongest force on any atom ... 10.0 eV Å⁻¹
Relative energy (zero: lowest compared OMol25 entry of this formula, charge and spin) ... 722.9 kJ/mol
SMILES ... CCC[C@@H](C)COCCOC.CCOP(=O)(OCC)OCC.CCOP(=O)(OCC)OCC

---

A cluster of 2 separate species, C4H8N2S in total at a distorted geometry. Source: the OMol25 dataset; level of theory: ωB97M-V/def2-TZVPD.

Atoms and positions in Å:
C1 1.02 0.01 0.41
C2 0.14 1.30 0.24
C3 -0.26 0.03 -0.35
C4 -3.01 0.46 -0.18
H1 3.15 0.54 0.68
H2 1.01 -0.29 1.56
H3 0.13 2.04 -0.63
H4 -0.47 1.61 1.10
H5 -0.30 0.21 -1.46
H6 -0.95 -1.53 0.87
H7 -2.30 1.84 -0.14
H8 -4.03 0.47 -0.12
N1 -1.18 -0.92 0.06
N2 -2.43 -0.78 0.05
S1 2.61 -0.24 -0.21

E_LUMO ... 0.028 Eh
Total energy ... -664.686884 Eh
Strongest force on any atom ... 9.2 eV Å⁻¹
Relative energy (zero: lowest compared OMol25 entry of this formula, charge and spin) ... 645.6 kJ/mol

---

Look up the total energy of the fourth one.
-3698.466368 Eh

---

Which value of relative energy (zero: lowest compared OMol25 entry of this formula, charge and spin) does entry 1 give?
0.0 kJ/mol

---

The highest strongest force on any atom belongs to which entry?
C21H50O10P2

---

Which of these has the highest total energy?
C7H9N